Entry 1:
Below is C6H10O in the gas phase, with properties calculated with ωB97M-V/def2-TZVPD.

Last column: Mulliken charge in e.
Cartesian coordinates (Å):
O1 -0.31078 0.26582 2.66064  -0.48
C1 -0.92930 -0.68069 2.23323  -0.07
C2 -0.94152 -1.07234 0.77226  -0.46
C3 0.40492 -0.80789 0.07802  -0.78
C4 0.28578 -0.08478 -1.25295  -0.05
C5 -0.39637 1.25467 -1.27560  -0.53
C6 1.08711 1.16335 -1.49554  -0.69
H1 -1.55261 -1.29438 2.91709  0.35
H2 -1.28723 -2.10532 0.66418  0.39
H3 -1.71182 -0.43272 0.31538  0.26
H4 0.93911 -1.75677 -0.05459  0.40
H5 1.00543 -0.19683 0.76097  0.27
H6 0.11459 -0.71758 -2.12261  0.38
H7 -1.03533 1.50625 -2.11780  0.26
H8 -0.74375 1.64786 -0.32151  0.24
H9 1.47635 1.36099 -2.49050  0.27
H10 1.72683 1.50946 -0.68770  0.22

LUMO level	1.076	eV
HOMO energy	-0.3608	Eh
energy above the lowest of the compared OMol25 structures with the same formula, charge and spin	19.6	kcal per mole
total charge	0
structure (SMILES)	O=CCCC1CC1
calculated total energy	-309.811165	Eh
maximum force	0.0098	hartree/bohr
HOMO-LUMO gap	10.8947	eV
multiplicity	1

=====

Entry 2:
Below is C3H6N2O3 in the gas phase in a non-equilibrium geometry, with properties calculated with ωB97M-V/def2-TZVPD.

Last column: Mulliken charge in e.
Cartesian coordinates (Å):
C1 -0.26014 -0.09286 0.33742  0.85
C2 1.08970 -0.17389 0.26232  -0.72
C3 -1.04252 -1.71882 -1.05425  0.13
H1 -1.11117 2.41704 1.54669  0.27
H2 0.46581 1.87147 1.38336  0.26
H3 1.58535 0.04591 1.22755  0.39
H4 1.30036 -1.23085 -0.04195  0.21
H5 1.13568 0.67209 -1.57716  0.39
H6 -1.38360 -2.77843 -1.06520  0.33
N1 -0.59129 1.92475 0.87594  -0.46
N2 -1.19779 0.76707 0.55888  -0.33
O1 1.64667 0.80141 -0.65270  -0.49
O2 -0.80677 -1.47197 0.30274  -0.35
O3 -0.83030 -1.03293 -2.10363  -0.49

LUMO level	0.688	eV
HOMO energy	-0.3387	Eh
energy above the lowest of the compared OMol25 structures with the same formula, charge and spin	113.0	kcal per mole
total charge	0
structure (SMILES)	N/N=C(\CO)OC=O
calculated total energy	-453.020889	Eh
maximum force	0.1704	hartree/bohr
HOMO-LUMO gap	9.9032	eV
multiplicity	1

=====

Entry 3:
Below is C4H4N2S in the gas phase in a non-equilibrium geometry, with properties calculated with ωB97M-V/def2-TZVPD.

Last column: Mulliken charge in e.
Cartesian coordinates (Å):
C1 -1.74777 0.39512 0.09291  0.48
C2 1.02509 -1.37030 -0.54849  0.04
C3 0.45806 0.92147 -0.05989  -0.20
C4 -0.64960 0.62557 0.86519  -0.54
N1 -2.64641 0.21219 -0.62087  -0.39
N2 1.23260 -0.13776 -0.55070  -0.46
S1 -0.25720 -2.22598 0.20947  -0.18
H1 2.00979 -1.89765 -0.78971  0.35
H2 -0.01328 1.33956 -0.96210  0.30
H3 1.24504 1.57264 0.42320  0.28
H4 -0.65632 0.56515 1.94098  0.33

LUMO level (alpha / beta)	-3.083 / -3.079	eV
HOMO energy (alpha / beta)	-0.3352 / -0.3342	Eh
energy above the lowest of the compared OMol25 structures with the same formula, charge and spin	108.6	kcal per mole
total charge	0
calculated total energy	-662.352566	Eh
maximum force	0.0741	hartree/bohr
HOMO-LUMO gap (alpha / beta)	6.0368 / 6.0160	eV
multiplicity	1

=====

Entry 4:
Below is C17H15F3N4O3S2 in the gas phase in a non-equilibrium geometry, with properties calculated with ωB97M-V/def2-TZVPD.

Last column: Mulliken charge in e.
Cartesian coordinates (Å):
O1 -0.84853 -0.55725 -0.11805  -0.51
C1 -2.04535 -0.73498 -0.24310  0.41
N1 -2.95107 0.31133 -0.28669  -0.11
C2 -2.56716 1.62621 -0.57448  0.06
N2 -1.64915 2.21283 0.20567  0.36
C3 -1.31841 1.80063 1.55788  -0.42
H1 -2.03418 2.24829 2.26031  0.37
C4 0.10670 2.27719 1.88032  -1.24
N3 0.95394 2.09519 0.72811  0.15
C5 1.67880 0.96569 0.53464  1.84
C6 1.51518 -0.17775 1.34622  -0.59
C7 2.08923 -1.37777 1.02580  -1.12
C8 2.87786 -1.50581 -0.12223  -0.09
C9 3.16046 -0.38815 -0.87332  -0.92
C10 2.61505 0.84567 -0.52317  -0.07
N4 3.16342 1.97813 -1.20147  1.06
O2 3.60878 1.81760 -2.32011  -0.66
O3 3.21378 3.03373 -0.59140  -0.60
H2 3.82490 -0.43279 -1.72390  0.61
C11 3.41130 -2.85869 -0.47933  0.74
F1 4.14437 -2.87060 -1.59615  -0.29
F2 2.41938 -3.75561 -0.66156  -0.25
F3 4.18770 -3.37568 0.49454  -0.28
H3 1.91076 -2.24365 1.64479  0.44
H4 0.87910 -0.14186 2.21286  0.21
C12 0.57631 2.96193 -0.37278  -0.68
H5 0.71348 2.41684 -1.31148  0.52
C13 -0.90437 3.36096 -0.25317  -1.37
H6 -1.04538 4.19488 0.43978  0.37
H7 -1.28342 3.66254 -1.23033  0.47
H8 1.20794 3.85910 -0.39789  0.30
H9 0.50318 1.74686 2.74383  0.47
H10 0.11001 3.34330 2.12412  0.50
H11 -1.37188 0.71683 1.64305  0.30
S1 -3.29128 2.36733 -1.85546  -0.42
H12 -3.87002 0.08677 -0.65197  0.40
C14 -2.62824 -2.06771 -0.33402  0.21
C15 -1.90754 -3.23594 -0.35352  -0.57
C16 -2.72074 -4.37704 -0.45182  -0.53
C17 -4.04631 -4.07105 -0.50466  -0.37
S2 -4.33322 -2.38526 -0.43880  -0.20
H13 -4.88118 -4.73970 -0.57988  0.45
H14 -2.34070 -5.38169 -0.48426  0.42
H15 -0.83351 -3.25087 -0.30694  0.61

LUMO level	-0.319	eV
HOMO energy	-0.3137	Eh
energy above the lowest of the compared OMol25 structures with the same formula, charge and spin	3.1	kcal per mole
total charge	0
structure (SMILES)	O=C(NC(=S)N1CCN(c2ccc(C(F)(F)F)cc2[N+](=O)[O-])CC1)c1cccs1
calculated total energy	-2197.472978	Eh
maximum force	0.0234	hartree/bohr
HOMO-LUMO gap	8.2184	eV
multiplicity	1

=====

Entry 5:
Below is a molecular structure, C8H16O8Rb in a non-equilibrium geometry, with properties calculated with ωB97M-V/def2-TZVPD.

Last column: Mulliken charge in e.
Cartesian coordinates (Å):
Rb1 21.36556 -8.16283 -3.54473  0.90
O1 20.74529 -9.40038 -0.96138  -0.93
C1 19.66646 -8.72016 -0.40510  -0.56
C2 18.48118 -8.16675 -1.27410  -0.07
O2 18.66179 -7.21779 -2.28455  -0.90
H1 20.02981 -7.88971 0.24501  0.27
H2 19.23751 -9.37210 0.39365  0.20
H3 17.71756 -7.83351 -0.53771  0.29
H4 17.95928 -9.04991 -1.72171  -0.11
C3 19.37523 -11.73919 -2.80016  -0.53
O3 19.60432 -12.32533 -4.10054  -0.38
C4 20.44725 -11.73051 -4.91415  0.83
O4 21.13661 -10.79214 -4.62542  -0.48
O5 20.39352 -12.33711 -6.10466  -0.35
C5 21.10692 -11.64150 -7.11884  -0.61
H5 19.52620 -12.51043 -2.04511  0.31
H6 18.38044 -11.31162 -2.75481  0.21
H7 20.14658 -11.00132 -2.55083  0.27
H8 20.67828 -10.65836 -7.31328  0.24
H9 20.97239 -12.24103 -8.02024  0.23
H10 22.17586 -11.56663 -6.92749  0.28
C6 18.28435 -8.95786 -5.32164  -0.27
O6 18.88919 -8.16169 -6.33756  -0.19
C7 18.17109 -7.20898 -6.92271  0.73
O7 17.05667 -6.89203 -6.61928  -0.54
O8 18.91853 -6.65944 -7.87174  -0.32
C8 18.22284 -5.76719 -8.72751  -0.69
H11 17.41242 -8.49771 -4.85822  0.35
H12 19.01529 -9.07028 -4.53064  -0.29
H13 17.95116 -9.90341 -5.75536  0.30
H14 18.93902 -5.20368 -9.32027  0.24
H15 17.68766 -5.02729 -8.13005  0.31
H16 17.53867 -6.31760 -9.36920  0.28

LUMO level	1.847	eV
HOMO energy	-0.0726	Eh
energy above the lowest of the compared OMol25 structures with the same formula, charge and spin	0.0	kcal per mole
total charge	-1
calculated total energy	-940.390565	Eh
maximum force	0.0265	hartree/bohr
HOMO-LUMO gap	3.8222	eV
multiplicity	1

=====

Entry 6:
Below is a molecular structure, C10H35N3O8 in a non-equilibrium geometry, with properties calculated with ωB97M-V/def2-TZVPD.

Last column: Mulliken charge in e.
Cartesian coordinates (Å):
C1 -0.97015 -1.69703 -2.19794  0.44
O1 0.09612 -1.62349 -1.62473  -0.63
N1 -2.05898 -2.03935 -1.64107  -0.47
N2 -0.99576 -1.76368 -3.47827  -0.42
H1 -1.98891 -2.12805 -0.63742  0.31
H2 -2.96636 -1.95827 -2.07719  0.18
H3 -0.11586 -1.31915 -3.69799  0.29
H4 -1.73188 -2.10264 -4.08104  0.18
C2 -0.15284 2.68727 0.59620  -1.94
C3 1.00761 1.63248 0.62269  2.52
C4 0.30515 0.22522 0.68789  -1.88
C5 1.13235 -0.90048 0.02240  -0.83
C6 1.92685 -0.52352 -1.26781  -1.62
C7 2.86763 0.70541 -1.17938  2.07
N3 1.86087 1.71013 -0.63496  0.03
O2 2.57920 2.93462 -0.60504  -0.46
C8 4.10758 0.38695 -0.25948  -1.95
C9 3.26323 0.92336 -2.65965  -1.59
C10 1.89224 1.70304 1.87129  -1.61
H5 -0.18404 3.05348 -0.42997  0.49
H6 0.18571 3.57234 1.13486  0.42
H7 -1.14152 2.37123 0.92898  0.31
H8 0.01909 0.05428 1.72569  0.79
H9 -0.62384 0.17904 0.11960  0.88
H10 0.36496 -1.63936 -0.20838  0.43
H11 1.79953 -1.40515 0.72116  0.05
H12 1.15337 -0.32162 -2.00878  0.34
H13 2.51152 -1.38633 -1.58689  0.51
H14 3.74696 -0.13898 0.62451  0.33
H15 4.84685 -0.19747 -0.80724  0.48
H16 4.50010 1.36334 0.02458  0.41
H17 3.14511 1.97660 -2.91427  0.28
H18 4.31344 0.80040 -2.92428  0.37
H19 2.71775 0.31515 -3.38120  0.33
H20 2.06380 0.65507 2.11713  0.33
H21 1.33067 2.23742 2.63756  0.37
H22 2.91820 2.02089 1.68553  0.32
H23 2.34017 3.33794 -1.44277  0.36
O3 -1.04708 -1.13748 2.27464  -0.60
H24 -1.49226 -1.97846 2.17068  0.14
H25 -0.89194 -1.06285 3.21623  0.22
O4 -1.88207 -3.05732 2.08159  -0.55
H26 -1.95867 -3.97604 1.82407  0.33
H27 -2.67893 -2.88105 2.58178  0.26
O5 -1.99851 -1.39108 0.20201  0.12
H28 -1.40723 -1.29164 0.94816  -0.01
H29 -2.75342 -0.84422 0.41949  0.15
O6 -3.37525 0.38878 1.34829  -0.87
H30 -3.14499 0.13718 2.24266  0.27
H31 -4.02467 1.08395 1.45419  0.31
O7 -4.86804 -0.54338 -0.55917  -0.63
H32 -5.62587 -0.13916 -0.13661  0.25
H33 -4.19230 -0.55339 0.11870  0.60
O8 -1.40808 1.46606 2.22242  -0.85
H34 -1.06509 0.58998 2.04616  0.15
H35 -2.25152 1.48900 1.77042  0.28

LUMO level	-0.738	eV
HOMO energy	-0.2642	Eh
energy above the lowest of the compared OMol25 structures with the same formula, charge and spin	298.0	kcal per mole
total charge	0
calculated total energy	-1167.675758	Eh
maximum force	0.1643	hartree/bohr
HOMO-LUMO gap	6.4521	eV
multiplicity	1